Density functional theory data (ωB97M-V/def2-TZVPD) for a single C6H12N2O5 molecule at a distorted geometry.

Calculated values
relative energy (zero: lowest compared OMol25 entry of this formula, charge and spin)	58.1	kcal per mole
E_LUMO	0.34	eV
frontier orbital gap	10.148	eV

Geometry as XYZ:
```
25
Properties=species:S:1:pos:R:3:nbo_charge:R:1
N 2.6990 -0.6217 -1.6556 -0.79
C 1.2385 -0.3822 -1.7321 -0.16
C 0.4805 -1.3546 -2.9766 -0.07
O 0.8902 -2.7950 -2.6623 -0.75
C 0.6445 -0.5623 -0.4025 0.70
O 0.8230 -1.5933 0.1834 -0.62
N -0.1767 0.5782 0.0556 -0.65
C -1.0908 0.5708 1.1765 -0.19
C -0.3884 0.3336 2.4736 -0.06
O 0.1061 -0.9328 2.6837 -0.72
C -1.5645 2.0478 1.0134 0.82
O -1.4648 2.6257 -0.0187 -0.58
O -2.2848 2.5236 2.1234 -0.69
H 2.9045 -1.1564 -2.4676 0.36
H 2.5876 -1.3970 -0.9106 0.37
H 1.0188 0.5676 -2.1029 0.18
H 0.9198 -1.0507 -3.8961 0.19
H -0.7232 -1.3013 -2.9458 0.19
H 0.2328 -3.2183 -2.1302 0.48
H -0.4527 1.2010 -0.6723 0.42
H -1.9153 0.0383 0.8070 0.22
H -1.1975 0.5898 3.2895 0.18
H 0.2644 1.1842 2.6728 0.17
H 0.4359 -1.2275 1.7857 0.49
H -2.2077 3.5298 1.9810 0.50
```

***

Density functional theory data (ωB97M-V/def2-TZVPD) for a 2-piece molecular cluster, C6H12N2OS2 overall at a distorted geometry.

Calculated values
relative energy (zero: lowest compared OMol25 entry of this formula, charge and spin)	11.0	kcal per mole
E_LUMO	0.63	eV
frontier orbital gap	9.211	eV

Geometry as XYZ:
```
23
Properties=species:S:1:pos:R:3:nbo_charge:R:1
C -1.6468 1.0612 -2.5559 -0.41
C 1.7609 -0.9754 1.2904 -0.55
C -0.3536 1.1968 -1.7688 -0.23
C 2.1272 -1.7189 2.6540 -0.58
C -2.4291 -0.0598 -1.9271 -0.57
C 1.3519 0.4861 1.4591 0.11
N 1.1710 0.7280 2.6900 -0.66
N -0.8426 1.1639 -0.3916 -0.84
O -1.0346 -1.4401 -0.2512 -1.01
S 1.4847 -0.6440 3.9320 0.29
S -1.8744 -0.1935 -0.1607 1.36
H -2.3063 1.8431 -2.6445 0.21
H -1.4654 0.7852 -3.5089 0.21
H 2.5223 -1.1410 0.3936 0.24
H 0.9037 -1.4011 0.7189 0.30
H 0.5555 0.4702 -1.8804 0.19
H 0.1362 2.1038 -1.8081 0.21
H 1.6145 -2.5755 2.5479 0.23
H 3.1997 -1.8982 2.5010 0.23
H -3.4447 0.1528 -1.9347 0.22
H -2.1330 -0.8974 -2.4450 0.24
H -0.0759 1.3050 0.1857 0.41
H 0.7787 1.6489 2.9042 0.42
```

***

Density functional theory data (ωB97M-V/def2-TZVPD) for a single C6H12N2OSi molecule at a distorted geometry.

Calculated values
relative energy (zero: lowest compared OMol25 entry of this formula, charge and spin)	0.0	kcal per mole
E_LUMO	0.58	eV
frontier orbital gap	10.481	eV

Geometry as XYZ:
```
22
Properties=species:S:1:pos:R:3:nbo_charge:R:1
C 2.3426 0.5475 -1.8477 -0.71
C 1.2025 0.5260 -0.8565 0.68
N 0.2390 1.3374 -1.0583 -0.60
C 0.0715 2.0961 -2.0543 0.38
N -0.4032 2.7909 -2.8304 -0.37
O 1.0361 -0.2908 0.2281 -0.81
Si -0.5148 -0.6268 0.8646 1.86
C -1.0426 1.0078 1.8018 -1.12
C -1.5268 -1.1783 -0.6269 -1.16
C -0.1557 -1.9076 2.1498 -1.15
H 1.9019 0.9967 -2.8536 0.26
H 2.8062 -0.4819 -1.9588 0.25
H 3.1109 1.2496 -1.4850 0.25
H -0.6270 1.9803 1.4376 0.26
H -2.1140 1.0011 1.7874 0.23
H -1.0191 0.9236 2.8951 0.24
H -1.3296 -2.1597 -1.0952 0.26
H -2.6049 -1.0004 -0.2221 0.25
H -1.4650 -0.3387 -1.3774 0.26
H 0.0363 -2.7283 1.5567 0.23
H 0.8236 -1.7253 2.4826 0.25
H -0.7680 -2.0193 3.0624 0.26
```

***

Density functional theory data (ωB97M-V/def2-TZVPD) for a single C6H12N2S molecule at a distorted geometry.

Calculated values
relative energy (zero: lowest compared OMol25 entry of this formula, charge and spin)	73.5	kcal per mole
E_LUMO	0.74	eV
frontier orbital gap	9.176	eV

Geometry as XYZ:
```
21
Properties=species:S:1:pos:R:3:nbo_charge:R:1
C 1.2174 0.3166 2.6499 -0.38
C 0.5823 -0.8191 0.2792 -0.32
C -1.7186 -0.9285 -0.4706 -0.62
C 0.1495 -0.2590 -2.1911 -0.62
C -0.6345 1.2860 -0.3166 -0.62
C -0.4188 -0.1202 -0.7216 -0.09
N 2.0442 0.8559 1.6736 -0.11
N 2.1093 0.5697 0.5456 0.00
S 0.2276 -1.1647 1.9262 0.15
H 1.9042 -0.0168 3.5004 0.25
H 0.4993 1.0970 2.9340 0.24
H 1.1024 -1.5293 -0.2644 0.19
H -2.6976 -0.3922 -0.6750 0.21
H -1.6847 -1.1307 0.6249 0.22
H -1.6340 -1.8943 -0.9803 0.21
H -0.4347 0.4139 -2.7916 0.21
H 1.1728 0.0869 -2.2973 0.22
H 0.0809 -1.1960 -2.7034 0.21
H -1.0436 1.2814 0.6641 0.21
H -1.2162 1.7153 -1.1196 0.22
H 0.3930 1.8281 -0.2663 0.21
```

***

What did the first record say?
Density functional theory data (ωB97M-V/def2-TZVPD) for a single C6H12N2O5 molecule at a distorted geometry.

Calculated values
relative energy (zero: lowest compared OMol25 entry of this formula, charge and spin)	58.1	kcal per mole
E_LUMO	0.34	eV
frontier orbital gap	10.148	eV

Geometry as XYZ:
```
25
Properties=species:S:1:pos:R:3:nbo_charge:R:1
N 2.6990 -0.6217 -1.6556 -0.79
C 1.2385 -0.3822 -1.7321 -0.16
C 0.4805 -1.3546 -2.9766 -0.07
O 0.8902 -2.7950 -2.6623 -0.75
C 0.6445 -0.5623 -0.4025 0.70
O 0.8230 -1.5933 0.1834 -0.62
N -0.1767 0.5782 0.0556 -0.65
C -1.0908 0.5708 1.1765 -0.19
C -0.3884 0.3336 2.4736 -0.06
O 0.1061 -0.9328 2.6837 -0.72
C -1.5645 2.0478 1.0134 0.82
O -1.4648 2.6257 -0.0187 -0.58
O -2.2848 2.5236 2.1234 -0.69
H 2.9045 -1.1564 -2.4676 0.36
H 2.5876 -1.3970 -0.9106 0.37
H 1.0188 0.5676 -2.1029 0.18
H 0.9198 -1.0507 -3.8961 0.19
H -0.7232 -1.3013 -2.9458 0.19
H 0.2328 -3.2183 -2.1302 0.48
H -0.4527 1.2010 -0.6723 0.42
H -1.9153 0.0383 0.8070 0.22
H -1.1975 0.5898 3.2895 0.18
H 0.2644 1.1842 2.6728 0.17
H 0.4359 -1.2275 1.7857 0.49
H -2.2077 3.5298 1.9810 0.50
```